Entry one
C32H45N4O4PdS4Si3 | the ωB97M-V functional and the def2-TZVPD basis

Structure (XYZ):
```
93
Properties=species:S:1:pos:R:3:lowdin_spin:R:1
Pd -1.579 -0.597 -0.113 1.225
S 4.179 1.957 -3.753 0.000
S -3.491 -0.197 -1.545 0.179
S -4.386 2.281 -3.067 0.010
S -3.840 5.103 -3.828 0.002
Si 0.172 -1.670 2.217 0.044
Si -2.915 -2.056 2.351 0.027
Si -1.707 0.828 2.625 0.039
O 5.090 1.917 -4.863 0.000
O 3.967 3.160 -3.004 0.000
O 0.380 -1.915 -1.783 0.001
O -0.165 0.249 -1.606 0.064
N -2.347 2.225 -1.555 0.006
N -2.428 3.492 -2.100 0.001
N -2.362 -2.767 -0.197 0.103
N 2.744 1.462 -4.341 0.000
C 1.484 -0.356 -3.203 0.003
C 0.263 -3.477 1.692 0.000
C -3.285 1.460 -1.986 0.029
C -3.189 -4.664 0.963 0.002
C -2.523 -4.850 -1.324 0.004
C -3.027 -5.439 -0.175 -0.003
C 4.580 -0.171 -0.367 0.000
C -1.447 5.716 -1.689 0.000
C 4.653 0.711 -2.591 0.000
C -4.624 -1.285 2.243 0.002
C -2.829 -2.970 3.998 0.004
C -0.138 1.837 2.358 0.005
C 1.650 1.143 -3.409 0.000
C 5.463 -1.498 -2.154 0.000
C -2.078 0.868 4.483 0.010
C 0.995 4.486 -1.181 0.000
C -3.446 3.744 -2.951 0.002
C -0.329 6.474 -1.366 0.000
C 5.124 -1.373 -0.808 0.000
C -1.327 4.335 -1.758 0.000
C -2.202 -3.502 -1.293 0.008
C 0.893 5.870 -1.121 0.000
C -0.111 3.712 -1.488 0.000
C 0.489 -0.726 -2.107 0.008
C 0.686 -1.610 4.036 0.016
C 1.541 -0.800 1.246 0.012
C 5.301 -2.524 0.143 0.000
C -3.076 1.819 1.810 0.011
C -1.523 -0.913 2.017 0.163
C -2.841 -3.318 0.933 0.004
C 4.339 0.869 -1.250 0.000
C 5.231 -0.466 -3.047 0.000
H 1.672 -2.065 4.176 0.002
H 0.145 -3.570 0.610 0.000
H 0.743 -0.577 4.388 0.000
H 5.511 -2.174 1.153 0.000
H -3.568 -5.099 1.880 0.001
H 4.320 -0.053 0.676 0.000
H -0.425 7.552 -1.314 0.000
H -5.380 -2.058 2.410 0.000
H 1.764 6.469 -0.889 0.000
H -0.026 -2.140 4.672 0.000
H -1.781 -2.990 -2.148 0.001
H -0.044 2.631 -1.533 0.000
H 2.226 -0.294 1.933 0.001
H -2.394 6.189 -1.889 0.000
H 1.864 1.637 -2.463 0.000
H 1.949 4.004 -1.009 0.000
H -4.770 -0.508 2.996 0.000
H -1.952 -3.618 4.063 0.000
H -3.211 2.735 2.395 0.001
H -2.151 1.895 4.852 0.001
H -0.468 -4.122 2.184 0.000
H -2.804 2.110 0.795 0.002
H 3.906 1.800 -0.908 0.000
H -3.029 0.373 4.700 0.000
H 0.074 1.973 1.294 0.002
H -4.034 1.302 1.766 0.000
H -3.718 -3.580 4.179 0.001
H 1.182 -0.064 0.526 0.003
H -2.758 -2.237 4.806 0.000
H 2.867 0.825 -5.116 0.000
H 1.137 -0.828 -4.128 0.000
H 2.440 -0.824 -2.954 0.000
H -4.790 -0.849 1.256 0.000
H -2.369 -5.419 -2.231 0.001
H -1.303 0.355 5.058 0.000
H 0.727 1.591 -3.778 0.000
H 5.906 -2.422 -2.508 0.000
H 1.260 -3.849 1.952 0.000
H -0.285 2.832 2.790 0.000
H -3.283 -6.492 -0.166 0.000
H 6.112 -3.180 -0.173 0.000
H 2.104 -1.549 0.683 0.000
H 0.743 1.396 2.828 0.000
H 5.489 -0.565 -4.093 0.000
H 4.386 -3.119 0.185 0.000
```

- spin multiplicity = 3
- HOMO level (spin up / spin down) (Ha) = -0.184 / -0.187
- net charge = -1
- <S²> = 2.0059
- frontier orbital gap (spin up / spin down) (eV) = 7.339 / 6.693

=====

Entry two
C32H45N4O4PdS4Si3 | the ωB97M-V functional and the def2-TZVPD basis

Structure (XYZ):
```
93
Properties=species:S:1:pos:R:3:lowdin_spin:R:1
Pd 0.382 0.386 0.021 1.188
S 4.005 -1.371 2.047 0.006
S 1.706 0.585 2.116 0.111
S 4.934 -4.200 2.325 0.001
S 1.654 6.441 3.219 0.000
Si -0.328 0.731 -2.889 0.045
Si -1.479 -1.779 -1.417 0.031
Si 1.722 -1.504 -1.793 0.041
O 1.875 7.862 3.171 0.000
O 1.809 5.700 4.436 0.000
O -1.536 2.574 0.887 0.001
O 0.614 2.473 0.256 0.127
N -1.379 -0.802 1.088 0.067
N 1.671 -2.017 2.827 0.037
N 0.111 6.233 2.705 0.000
N 2.466 -3.148 2.870 0.008
C 1.963 -2.823 -0.471 0.003
C 1.722 -6.439 4.408 0.000
C 0.411 -6.626 3.998 0.001
C 3.553 3.664 1.028 0.000
C 4.543 3.639 -1.276 0.000
C 0.012 -0.765 -1.809 0.188
C 2.339 -1.004 2.385 0.015
C 2.667 5.666 1.997 0.000
C -0.248 4.585 0.858 0.006
C 3.117 -0.240 -1.617 0.017
C 3.058 6.392 0.881 0.000
C -0.445 3.091 0.641 0.010
C -1.769 -0.290 2.253 0.009
C -4.018 -0.092 1.498 0.006
C -2.769 -1.918 -2.787 0.004
C -1.907 1.639 -2.408 0.004
C 0.477 -4.514 2.847 0.001
C 2.079 -2.387 -3.431 0.011
C -3.615 -0.629 0.284 0.001
C -1.163 -3.563 -0.910 0.000
C -0.209 -5.657 3.220 0.000
C 2.422 -5.298 4.044 0.000
C -2.287 -0.989 0.104 0.015
C -0.536 0.166 -4.685 0.016
C 2.931 4.305 2.084 0.000
C 3.929 4.367 -0.113 0.000
C 3.694 5.739 -0.163 0.000
C -3.085 0.063 2.507 0.003
C 1.794 -4.343 3.259 0.000
C -0.359 4.891 2.354 0.001
C 1.065 2.002 -2.976 0.006
C 3.753 -3.036 2.469 0.002
H -1.251 -0.652 -4.782 0.000
H -1.910 2.610 -2.912 0.000
H -0.885 0.994 -5.310 0.002
H 3.700 2.593 1.080 0.000
H 1.341 -3.174 -3.611 0.000
H 5.397 3.039 -0.959 0.000
H -1.996 1.822 -1.335 0.001
H 3.817 2.957 -1.723 0.000
H -0.128 -7.520 4.285 0.000
H 3.013 0.467 -0.789 0.004
H 1.491 -3.760 -0.767 0.000
H 4.035 -0.811 -1.439 0.002
H 3.444 -5.151 4.358 0.000
H 3.069 -2.852 -3.429 0.002
H 2.034 -1.695 -4.275 0.000
H -3.651 -2.444 -2.408 0.001
H -1.234 -5.789 2.896 0.000
H 3.033 -3.021 -0.355 0.000
H -0.556 -4.099 -1.642 0.000
H -0.151 6.974 2.067 0.000
H 0.637 2.910 -3.414 0.000
H 0.003 -3.747 2.250 0.000
H -1.023 5.130 0.312 0.000
H 0.728 4.883 0.480 0.000
H 3.997 6.300 -1.040 0.000
H -5.047 0.212 1.652 0.000
H 1.502 2.277 -2.017 0.001
H 0.419 -0.177 -5.090 0.000
H 2.629 3.745 2.960 0.000
H 1.560 -2.538 0.501 0.001
H 1.854 1.656 -3.647 0.000
H -3.095 -0.968 -3.208 0.000
H -0.670 -3.629 0.060 0.000
H -2.798 1.100 -2.736 0.000
H -3.354 0.487 3.465 0.000
H 0.226 4.178 2.937 0.000
H 3.249 0.331 -2.537 0.000
H -2.359 -2.519 -3.603 0.000
H 2.212 -7.185 5.020 0.000
H -1.391 4.778 2.684 0.000
H -4.324 -0.760 -0.525 0.000
H -0.985 -0.141 2.986 0.001
H -2.129 -4.071 -0.839 0.000
H 4.877 4.333 -2.048 0.000
H 2.855 7.454 0.835 0.000
```

- spin multiplicity = 3
- HOMO level (spin up / spin down) (Ha) = -0.191 / -0.200
- net charge = -1
- <S²> = 2.0073
- frontier orbital gap (spin up / spin down) (eV) = 7.634 / 6.649

=====

It turns out entry one is the most stable, with the second structure 40.9 kJ/mol higher.

=====

Entry one
CH5NS | the ωB97M-V functional and the def2-TZVPD basis

Structure (XYZ):
```
8
Properties=species:S:1:pos:R:3:nbo_charge:R:1
S -1.278 1.780 0.128 -0.291
N 0.470 -1.840 -1.071 -0.619
C 1.090 -1.039 -0.271 -0.043
H 2.126 -0.831 -0.528 0.164
H -2.039 1.871 1.232 0.147
H -0.544 -1.697 -1.120 0.341
H -0.444 2.313 1.043 0.146
H 0.618 -0.559 0.586 0.156
```

- HOMO level (Ha) = -0.352
- frontier orbital gap (eV) = 10.291

=====

Entry two
CH5NS | the ωB97M-V functional and the def2-TZVPD basis

Structure (XYZ):
```
8
Properties=species:S:1:pos:R:3:nbo_charge:R:1
S -0.352 0.043 2.827 -0.294
N 1.090 -1.038 -1.613 -0.601
C 0.041 -0.299 -1.535 -0.068
H 1.751 -0.611 -2.212 0.332
H -1.313 0.399 1.992 0.130
H -0.557 1.348 3.489 0.164
H -0.015 0.548 -2.350 0.154
H -0.645 -0.390 -0.598 0.183
```

- HOMO level (Ha) = -0.361
- frontier orbital gap (eV) = 10.556

=====

It turns out entry one is the most stable, with the second structure 23.4 kJ/mol higher.

=====

Entry one
C2H7O2P | the ωB97M-V functional and the def2-TZVPD basis

Structure (XYZ):
```
12
Properties=species:S:1:pos:R:3:nbo_charge:R:1
P 0.833 1.471 0.230 0.907
O -2.765 0.285 0.554 -0.710
O -0.768 1.288 -0.235 -0.831
C 1.516 -0.256 0.102 -0.961
C -1.666 0.199 -0.302 0.245
H 0.651 1.357 1.630 -0.101
H 0.821 -0.985 0.522 0.224
H 2.439 -0.290 0.673 0.239
H -3.161 1.160 0.448 0.474
H -1.182 -0.753 -0.075 0.148
H 1.731 -0.507 -0.935 0.227
H -2.003 0.191 -1.352 0.139
```

- HOMO level (Ha) = -0.340
- frontier orbital gap (eV) = 10.144

=====

Entry two
C2H7O2P | the ωB97M-V functional and the def2-TZVPD basis

Structure (XYZ):
```
12
Properties=species:S:1:pos:R:3:nbo_charge:R:1
P 1.526 -0.387 1.496 1.844
O 2.827 -0.030 1.986 -1.078
O 1.187 0.856 0.627 -0.809
C 0.006 1.058 -0.149 -0.060
C -0.562 -0.235 -0.704 -0.645
H 1.436 -1.524 0.715 -0.131
H -0.828 -0.907 0.112 0.202
H 0.495 -0.528 2.419 -0.138
H 0.302 1.733 -0.959 0.195
H -0.740 1.562 0.473 0.178
H -1.454 -0.032 -1.291 0.228
H 0.168 -0.727 -1.343 0.216
```

- HOMO level (Ha) = -0.390
- frontier orbital gap (eV) = 11.387

=====

It turns out entry two is the most stable, with the second structure 70.8 kJ/mol higher.

=====

Entry one
CH3N2O2 | the ωB97M-V functional and the def2-TZVPD basis

Structure (XYZ):
```
8
Properties=species:S:1:pos:R:3:nbo_charge:R:1
O -3.163 0.275 -3.360 0.166
O -0.699 0.716 -1.476 -0.627
N -0.314 -0.051 0.623 -0.779
N -2.498 0.694 -4.130 0.737
C -0.232 0.770 -0.391 0.553
H 0.510 1.703 -0.248 0.131
H -0.955 -0.902 0.604 0.407
H 0.336 -0.120 1.313 0.413
```

- HOMO level (spin up / spin down) (Ha) = -0.524 / -0.505
- net charge = +1
- frontier orbital gap (spin up / spin down) (eV) = 5.277 / 4.322

=====

Entry two
CH3N2O2 | the ωB97M-V functional and the def2-TZVPD basis

Structure (XYZ):
```
8
Properties=species:S:1:pos:R:3:nbo_charge:R:1
O 1.390 0.727 -0.070 -0.044
O 1.400 -0.691 0.006 -0.038
N 0.022 -1.050 -0.023 -0.242
N -0.019 1.140 -0.102 -0.252
C -0.711 0.025 0.053 0.325
H 0.006 -2.001 -0.374 0.483
H -0.233 1.980 0.405 0.455
H -1.855 -0.131 0.107 0.311
```

- HOMO level (Ha) = -0.561
- net charge = +1
- frontier orbital gap (eV) = 9.771

=====

Entry three
CH3N2O2 | the ωB97M-V functional and the def2-TZVPD basis

Structure (XYZ):
```
8
Properties=species:S:1:pos:R:3:nbo_charge:R:1
O -1.875 -0.604 0.122 -0.353
O 0.835 1.395 0.133 -0.222
N 0.341 0.310 0.042 0.324
N 1.054 -0.769 0.053 -0.480
C -1.302 0.404 -0.089 0.537
H -1.467 1.521 -0.338 0.264
H 0.373 -1.598 -0.098 0.465
H 2.041 -0.660 0.174 0.464
```

- HOMO level (Ha) = -0.633
- net charge = +1
- frontier orbital gap (eV) = 10.347

=====

It turns out entry one is the most stable, with the second structure 5.6 kJ/mol higher.